1.
Here is a structure of composition C57H39Br4CdCl2INO5P2 at a distorted geometry from OMol25. Energies are from the ωB97M-V functional and the def2-TZVPD basis.

Geometry (Å):
1 Cd 0.139189 0.398670 1.378314
2 C 0.655530 -1.917228 -5.786909
3 C 1.174923 -0.602810 -5.131476
4 C 2.019180 0.326067 -6.068107
5 C 2.001514 -1.034810 -3.990818
6 C 3.195929 -1.668894 -4.217810
7 C 3.878635 -2.329013 -3.209626
8 C 3.359981 -2.299803 -1.900671
9 C 2.240041 -1.524262 -1.574726
10 P 2.008181 -1.061925 0.182304
11 C 3.561037 -0.119125 0.300501
12 C 3.564088 1.143949 -0.326875
13 C 4.641486 2.040363 -0.138328
14 C 5.807146 1.607235 0.487291
15 C 5.885544 0.267190 0.933724
16 C 4.756044 -0.567465 0.881488
17 C 2.286113 -2.719547 1.026732
18 C 1.874471 -3.875003 0.345393
19 C 2.135612 -5.130941 0.857085
20 C 2.795009 -5.297552 2.068255
21 C 3.155492 -4.151632 2.765805
22 C 2.874139 -2.869292 2.286914
23 C 1.596787 -0.855006 -2.667129
24 O 0.723372 0.119226 -2.349418
25 C -0.194863 0.479392 -3.342811
26 C -1.282782 1.257928 -2.898084
27 C -2.124629 1.905584 -3.888512
28 C -2.019853 1.497203 -5.188073
29 C -0.908892 0.743116 -5.590201
30 C -0.012081 0.233531 -4.694587
31 P -1.698552 1.419486 -1.167970
32 C -1.883047 3.227091 -0.934439
33 C -1.084345 4.184097 -1.641809
34 C -1.226799 5.564955 -1.459149
35 C -2.171559 6.037348 -0.526819
36 C -2.965391 5.160973 0.130801
37 C -2.749618 3.767366 -0.002815
38 C -3.484785 0.869881 -1.189973
39 C -4.483727 1.786429 -1.489444
40 C -5.785794 1.359575 -1.475525
41 C -6.095996 0.001040 -1.331706
42 C -5.128970 -0.950053 -1.125186
43 C -3.744891 -0.495903 -1.134010
44 H 1.456345 -2.603641 -6.022776
45 H 0.035077 -1.700681 -6.635440
46 H 0.029424 -2.358254 -5.026295
47 H 2.806279 -0.218779 -6.611388
48 H 2.599522 1.089368 -5.555387
49 H 1.434080 0.811053 -6.842928
50 H 3.608338 -1.678382 -5.238922
51 H 4.740307 -2.951979 -3.421229
52 H 3.955062 -2.730252 -1.134946
53 H 2.650456 1.524162 -0.793325
54 H 4.500388 3.074794 -0.358885
55 H 6.665584 2.231250 0.625319
56 H 6.840209 -0.109425 1.277931
57 H 4.887862 -1.588070 1.272593
58 H 1.393478 -3.741928 -0.616291
59 H 1.848966 -6.057271 0.353883
60 H 3.123521 -6.292080 2.386074
61 H 3.650583 -4.258803 3.760661
62 H 3.119365 -2.036236 2.865355
63 H -2.833015 2.657888 -3.453536
64 H -2.715201 1.878669 -5.944586
65 H -0.819283 0.638867 -6.692892
66 H -0.294111 3.738606 -2.273543
67 H -0.584082 6.309027 -2.058977
68 H -2.306712 7.079341 -0.391143
69 H -3.684744 5.505514 0.864468
70 H -3.355934 3.165048 0.696980
71 H -4.302561 2.839615 -1.640366
72 H -6.584719 2.104922 -1.453772
73 H -7.147739 -0.258169 -1.375836
74 H -5.358991 -1.994164 -0.988017
75 H -3.002495 -1.258702 -0.935762
76 Cl 3.590267 5.156683 5.737856
77 C 3.015214 3.778064 4.910069
78 C 3.325925 2.507670 5.362719
79 C 3.016131 1.394668 4.665699
80 Cl 3.470519 -0.065314 5.353350
81 C 2.223497 1.491369 3.425618
82 O 1.741667 0.443650 2.912027
83 C 1.928454 2.846944 2.956422
84 C 1.348120 3.233729 1.731739
85 O 0.908268 2.535684 0.805341
86 C 2.294010 3.979999 3.744918
87 H 3.922476 2.564075 6.295657
88 H 1.300528 4.319527 1.729539
89 H 1.992767 4.981360 3.491137
90 Br -3.567854 -1.033439 7.622170
91 C -2.960855 -0.164689 6.087780
92 C -3.439957 1.106656 5.632669
93 Br -4.926433 1.812471 6.572787
94 C -3.074328 1.722022 4.472636
95 Br -3.638930 3.427815 4.123995
96 C -2.119267 1.112901 3.529813
97 O -1.567783 1.654002 2.519277
98 C -1.737017 -0.311527 3.862980
99 O -1.104849 -0.925552 2.971701
100 C -2.162256 -0.823434 5.176052
101 Br -1.531692 -2.549542 5.596662
102 I -4.809887 -1.867534 2.290381
103 C -3.818153 -3.602699 1.506668
104 C -3.480206 -4.632432 2.372904
105 C -2.947795 -5.816828 1.827259
106 C -2.700133 -5.857074 0.496734
107 C -3.042908 -4.728387 -0.307938
108 N -3.615406 -3.654328 0.205560
109 H -3.599875 -4.610414 3.449467
110 H -2.795618 -6.681455 2.483327
111 H -2.196654 -6.697689 -0.061981
112 H -2.878115 -4.785694 -1.391609

Cartesian forces (eV/Å) of the 3 atoms listed first:
Cd -1.9 0.1 1.1
C 0.1 1.0 0.5
C 0.0 1.3 -1.5

The charge is -1. For the HOMO-LUMO gap (alpha / beta), the calculation gives 0.1695 / 0.1695 hartree. The value obtained for the energy above the lowest of the compared OMol25 structures with the same formula, charge and spin is 3.721 eV. The HOMO energy (alpha / beta) is -2.863 / -2.862 eV.

Atom charges from the Mulliken analysis, given in e for atoms 1 to 2: atom 1 (Cd): 4.565, atom 2 (C): -1.807

***

2.
Here is the molecule C5H5N at a distorted geometry from OMol25. Energies are from the ωB97M-V functional and the def2-TZVPD basis.

Geometry (Å):
1 C -2.128624 -0.185054 -1.211216
2 C -0.755724 -0.292850 -1.087970
3 C 0.271207 -0.621940 -0.258549
4 C 0.409831 -0.218619 1.178139
5 C 1.378958 0.887219 1.290698
6 N 2.154922 1.744794 1.350474
7 H -2.449926 0.647922 -1.859784
8 H 1.163889 -1.033676 -0.727833
9 H -0.203386 -0.079558 -2.013501
10 H -0.551134 0.110292 1.582207
11 H 0.786643 -1.055157 1.774722

Cartesian forces (eV/Å) of the 3 atoms listed first:
C 1.1 0.5 0.2
C -0.7 0.2 -0.6
C 0.5 -0.2 0.6

The charge is 0. For the HOMO-LUMO gap (alpha / beta), the calculation gives 0.2950 / 0.2821 hartree. The value obtained for the energy above the lowest of the compared OMol25 structures with the same formula, charge and spin is 5.163 eV. The HOMO energy (alpha / beta) is -9.266 / -8.688 eV.

Atom charges from the natural (NBO) analysis, given in e for atoms 1 to 2: atom 1 (C): -0.069, atom 2 (C): -0.425

***

3.
Here is a structure of composition C3FGaO3 at a distorted geometry from OMol25. Energies are from the ωB97M-V functional and the def2-TZVPD basis.

Geometry (Å):
1 C 1.709169 -0.686165 -0.177146
2 C 0.529468 -0.653802 -0.492466
3 O -0.649122 -0.363905 -0.877595
4 F 2.831735 -1.262961 0.163059
5 Ga 1.824512 2.418976 -0.069830
6 O -1.487851 -0.214996 1.354164
7 C -1.859766 -0.050556 0.214135
8 O -2.861479 0.301588 -0.367108

Cartesian forces (eV/Å) of the 3 atoms listed first:
C 0.7 1.2 0.2
C -2.1 0.6 -0.4
O 1.8 -0.5 -0.4

The charge is 0. For the HOMO-LUMO gap, the calculation gives 0.2573 hartree. The value obtained for the energy above the lowest of the compared OMol25 structures with the same formula, charge and spin is 0.000 eV. The HOMO energy is -9.212 eV.

Atom charges from the natural (NBO) analysis, given in e for atoms 1 to 2: atom 1 (C): 0.016, atom 2 (C): 0.334

***

4.
Here is a structure of composition C44H29BaN7O8SeTe at a distorted geometry from OMol25. Energies are from the ωB97M-V functional and the def2-TZVPD basis.

Geometry (Å):
1 Ba -0.245833 -0.237220 0.691356
2 O 3.662422 2.551712 -0.888915
3 C 2.708284 1.585863 -0.674855
4 O 2.337775 1.351625 0.483962
5 C 2.250863 0.929836 -1.853214
6 C 2.797714 1.092356 -3.155903
7 C 2.264220 0.418888 -4.216208
8 C 1.135937 -0.429353 -4.023317
9 C 0.691268 -0.560974 -2.721427
10 N 1.210298 0.050032 -1.669656
11 C -0.560131 -1.322558 -2.349237
12 O -1.563493 -1.230365 -3.194246
13 O -0.688965 -1.885074 -1.275172
14 H 3.805890 2.937949 -0.015036
15 H 3.634459 1.764350 -3.294121
16 H 2.686324 0.551769 -5.204729
17 H 0.641673 -0.933964 -4.840510
18 Se 0.499994 8.391511 0.114147
19 N 0.717720 7.202741 1.494343
20 C 0.322341 6.027380 0.986603
21 C 0.335817 4.812492 1.764935
22 C 0.765177 4.811552 3.100261
23 C 0.775126 3.636387 3.808398
24 C 0.361523 2.458496 3.174870
25 N -0.065753 2.442576 1.927765
26 C -0.084064 3.580882 1.214768
27 C -0.544996 3.540145 -0.169412
28 N -0.956671 2.368247 -0.686044
29 C -1.398481 2.334543 -1.924849
30 C -1.442886 3.460061 -2.753385
31 C -1.015124 4.662906 -2.248847
32 C -0.558828 4.734507 -0.924174
33 C -0.123226 5.988552 -0.355010
34 N -0.132679 7.128624 -1.057039
35 H 1.080780 5.751352 3.534133
36 H 1.107174 3.602914 4.838746
37 H 0.361980 1.508270 3.697688
38 H -1.738873 1.371164 -2.293541
39 H -1.804628 3.364777 -3.768865
40 H -1.019659 5.571816 -2.835765
41 C -6.525013 -4.359873 -7.339479
42 C -5.737410 -3.694206 -6.244390
43 C -6.343584 -3.259799 -5.077342
44 C -5.614676 -2.653959 -4.061189
45 C -6.329165 -2.221988 -2.810501
46 C -4.226909 -2.466045 -4.200007
47 Te -3.409092 -1.606326 -2.430641
48 C -3.597130 -2.901783 -5.374813
49 C -2.117061 -2.791533 -5.622625
50 C -4.369226 -3.502459 -6.365541
51 H -7.591813 -4.355353 -7.114665
52 H -6.217225 -5.399311 -7.473720
53 H -6.381913 -3.852713 -8.295768
54 H -7.413240 -3.390518 -4.944819
55 H -7.392949 -2.449796 -2.873196
56 H -6.229346 -1.146085 -2.635827
57 H -5.944738 -2.735229 -1.921170
58 H -1.686498 -1.895906 -5.187671
59 H -1.919205 -2.788359 -6.694889
60 H -1.590229 -3.646584 -5.189627
61 H -3.869031 -3.829020 -7.272910
62 N -7.192361 -1.306929 7.295835
63 C -6.624766 -1.177689 6.301673
64 C -5.924596 -1.015376 5.068474
65 C -4.538646 -0.827883 5.064093
66 C -3.860412 -0.666320 3.874906
67 C -4.546841 -0.688697 2.647314
68 C -5.937450 -0.881680 2.669337
69 C -6.619656 -1.041569 3.857923
70 C -3.835307 -0.529573 1.426640
71 C -3.109831 -0.376286 0.442520
72 H -3.999341 -0.811904 6.002828
73 H -2.785988 -0.529206 3.863576
74 H -6.472262 -0.900970 1.729022
75 H -7.691883 -1.188756 3.857795
76 O 0.570364 -2.384415 2.209156
77 C -0.084207 -1.929295 3.168619
78 O -0.529174 -0.760727 3.294898
79 C -0.396013 -2.885768 4.315424
80 C -0.856952 -2.392585 5.529117
81 C -1.153387 -3.247079 6.582275
82 C -1.000734 -4.614470 6.431088
83 C -0.539549 -5.082952 5.209812
84 C -0.228255 -4.255108 4.146632
85 N -0.369433 -6.535316 5.050918
86 O -0.619929 -7.249152 6.007561
87 O 0.041804 -6.952582 3.988228
88 H -0.985045 -1.322072 5.622449
89 H -1.511282 -2.848323 7.522816
90 H -1.230522 -5.308802 7.223655
91 H 0.141998 -4.633633 3.206156

Cartesian forces (eV/Å) of the 3 atoms listed first:
Ba 0.3 1.2 0.3
O 0.0 0.0 0.0
C 0.1 -0.1 0.0

The charge is -2. For the HOMO-LUMO gap (alpha / beta), the calculation gives 0.1486 / 0.1267 hartree. The value obtained for the energy above the lowest of the compared OMol25 structures with the same formula, charge and spin is 1.754 eV. The HOMO energy (alpha / beta) is -1.031 / -0.437 eV.

Atom charges from the Mulliken analysis, given in e for atoms 1 to 2: atom 1 (Ba): 1.322, atom 2 (O): -0.552

***

Taking the records one at a time from the top gives molar mass values of 1509.727; 79.102; 172.751; 1127.645 g mol⁻¹.